DFT (ωB97M-V/def2-TZVPD) results for 2 unconnected molecules or ions with the total composition C10H16 in a non-equilibrium geometry.

For the energy, the calculation gives -10629.04127 eV. Its energy above the lowest of the compared OMol25 structures with the same formula, charge and spin is 67.8 kJ/mol. Its highest occupied orbital energy is -9.008 eV.

```
! wB97M-V def2-TZVPD RIJCOSX def2/J DEFGRID3
* xyz 0 1
C 2.208 -1.645 0.934
C 2.369 -1.572 -0.596
C 2.282 -0.263 1.613
H 1.365 -2.230 1.300
H 3.016 -2.280 1.317
H 1.444 -1.804 -1.118
H 3.178 -0.195 2.233
H 2.321 0.549 0.887
H 3.124 -2.281 -0.928
H 2.575 -0.560 -0.938
H 1.421 -0.063 2.252
C -0.645 1.874 -2.301
C -0.819 -0.963 0.219
C -0.618 -0.256 -0.957
C -1.572 -0.336 1.216
C -1.032 1.077 -1.086
C -2.141 0.911 1.074
C -1.794 1.630 -0.068
H -0.426 -1.963 0.284
H -0.048 -0.655 -1.788
H -1.756 -0.999 2.054
H -2.781 1.302 1.850
H 0.430 1.939 -2.459
H -1.110 2.856 -2.250
H -2.092 2.660 -0.229
H -1.064 1.424 -3.205
*
```

Taken from the natural (NBO) analysis, the atomic charges in e are: atom 1 (C): -0.412, atom 2 (C): -0.608, atom 3 (C): -0.613, atom 4 (H): 0.200, atom 5 (H): 0.198, atom 6 (H): 0.200, atom 7 (H): 0.207, atom 8 (H): 0.204, atom 9 (H): 0.209, atom 10 (H): 0.206, atom 11 (H): 0.213, atom 12 (C): -0.629, atom 13 (C): -0.211, atom 14 (C): -0.200, atom 15 (C): -0.222, atom 16 (C): -0.027, atom 17 (C): -0.215, atom 18 (C): -0.202, atom 19 (H): 0.217, atom 20 (H): 0.202, atom 21 (H): 0.209, atom 22 (H): 0.219, atom 23 (H): 0.220, atom 24 (H): 0.214, atom 25 (H): 0.204, atom 26 (H): 0.218



DFT (ωB97M-V/def2-TZVPD) results for 2 unconnected molecules or ions with the total composition C10H16 in a non-equilibrium geometry.

For the energy, the calculation gives -10627.85319 eV. Its energy above the lowest of the compared OMol25 structures with the same formula, charge and spin is 182.4 kJ/mol. Its highest occupied orbital energy is -8.979 eV.

```
! wB97M-V def2-TZVPD RIJCOSX def2/J DEFGRID3
* xyz 0 1
C 0.793 -2.302 -0.294
C -0.983 -1.200 -1.520
C 0.400 -1.131 -1.231
C -1.443 -0.372 -2.545
C -0.564 0.602 -3.095
C 1.255 -0.190 -1.753
C 0.713 0.658 -2.670
H -1.501 -1.871 -0.961
H -2.472 -0.360 -2.895
H 1.898 -2.410 -0.111
H 0.563 -3.223 -0.940
H -0.875 1.336 -3.781
H 2.312 0.030 -1.440
H 1.526 1.403 -3.024
H 0.073 -2.461 0.677
C -0.584 1.498 2.177
C -0.881 0.174 2.971
C 0.896 1.599 1.841
H -1.198 1.439 1.247
H -0.827 2.343 2.926
H -0.883 0.443 4.037
H 1.280 0.744 1.159
H 1.012 2.490 1.299
H -0.196 -0.580 2.630
H -1.819 -0.208 2.634
H 1.507 1.547 2.662
*
```

Taken from the natural (NBO) analysis, the atomic charges in e are: atom 1 (C): -0.650, atom 2 (C): -0.228, atom 3 (C): 0.009, atom 4 (C): -0.181, atom 5 (C): -0.244, atom 6 (C): -0.249, atom 7 (C): -0.188, atom 8 (H): 0.208, atom 9 (H): 0.212, atom 10 (H): 0.224, atom 11 (H): 0.220, atom 12 (H): 0.215, atom 13 (H): 0.223, atom 14 (H): 0.208, atom 15 (H): 0.222, atom 16 (C): -0.390, atom 17 (C): -0.616, atom 18 (C): -0.600, atom 19 (H): 0.205, atom 20 (H): 0.195, atom 21 (H): 0.207, atom 22 (H): 0.193, atom 23 (H): 0.205, atom 24 (H): 0.200, atom 25 (H): 0.203, atom 26 (H): 0.198



DFT (ωB97M-V/def2-TZVPD) results for 2 unconnected molecules or ions with the total composition C10H16 in a non-equilibrium geometry.

For the energy, the calculation gives -10629.31181 eV. Its energy above the lowest of the compared OMol25 structures with the same formula, charge and spin is 41.7 kJ/mol. Its highest occupied orbital energy is -9.052 eV.

```
! wB97M-V def2-TZVPD RIJCOSX def2/J DEFGRID3
* xyz 0 1
C 1.524 2.772 1.802
C 0.953 2.208 0.488
C 0.533 2.711 2.943
H 2.351 2.133 2.116
H 1.938 3.738 1.534
H 0.057 1.597 0.636
H -0.323 3.396 2.929
H 0.058 1.722 2.959
H 0.990 2.862 3.918
H 0.626 3.036 -0.139
H 1.628 1.581 -0.103
C 1.775 -2.051 -1.154
C -1.634 -1.426 0.367
C -0.356 -1.892 0.124
C -2.276 -0.693 -0.621
C 0.349 -1.595 -1.048
C -1.654 -0.501 -1.843
C -0.325 -0.866 -2.016
H -2.117 -1.640 1.310
H 0.163 -2.381 0.951
H -3.240 -0.228 -0.463
H -2.163 -0.028 -2.676
H 2.456 -1.544 -0.472
H 2.143 -1.924 -2.174
H 0.178 -0.608 -2.949
H 1.829 -3.130 -0.991
*
```

Taken from the natural (NBO) analysis, the atomic charges in e are: atom 1 (C): -0.406, atom 2 (C): -0.611, atom 3 (C): -0.606, atom 4 (H): 0.194, atom 5 (H): 0.202, atom 6 (H): 0.207, atom 7 (H): 0.202, atom 8 (H): 0.203, atom 9 (H): 0.206, atom 10 (H): 0.201, atom 11 (H): 0.208, atom 12 (C): -0.630, atom 13 (C): -0.213, atom 14 (C): -0.202, atom 15 (C): -0.222, atom 16 (C): -0.023, atom 17 (C): -0.204, atom 18 (C): -0.214, atom 19 (H): 0.214, atom 20 (H): 0.204, atom 21 (H): 0.213, atom 22 (H): 0.212, atom 23 (H): 0.222, atom 24 (H): 0.214, atom 25 (H): 0.208, atom 26 (H): 0.221



DFT (ωB97M-V/def2-TZVPD) results for 2 unconnected molecules or ions with the total composition C10H16 in a non-equilibrium geometry.

For the energy, the calculation gives -10629.27479 eV. Its energy above the lowest of the compared OMol25 structures with the same formula, charge and spin is 45.2 kJ/mol. Its highest occupied orbital energy is -9.040 eV.

```
! wB97M-V def2-TZVPD RIJCOSX def2/J DEFGRID3
* xyz 0 1
C -0.527 2.218 -2.659
C -1.405 1.928 -1.457
H -0.200 1.345 -3.229
H -1.011 2.843 -3.396
H 0.405 2.694 -2.345
H -2.231 2.641 -1.384
H -0.854 1.931 -0.520
H -1.915 0.957 -1.428
C 0.791 -1.783 -0.587
C 0.931 -3.231 -0.053
C 0.415 -0.831 0.537
C 1.144 0.361 0.650
C -0.608 -1.041 1.447
C 0.907 1.247 1.684
C -0.817 -0.160 2.499
C -0.032 0.969 2.667
H 1.749 -1.452 -0.964
H -0.024 -1.856 -1.296
H 1.654 -3.320 0.760
H 1.884 0.577 -0.102
H -1.254 -1.909 1.408
H 1.444 2.192 1.650
H -1.632 -0.374 3.183
H -0.117 1.550 3.576
H 1.345 -3.857 -0.849
H -0.042 -3.639 0.210
*
```

Taken from the natural (NBO) analysis, the atomic charges in e are: atom 1 (C): -0.617, atom 2 (C): -0.623, atom 3 (H): 0.204, atom 4 (H): 0.206, atom 5 (H): 0.204, atom 6 (H): 0.204, atom 7 (H): 0.216, atom 8 (H): 0.205, atom 9 (C): -0.420, atom 10 (C): -0.597, atom 11 (C): 0.008, atom 12 (C): -0.229, atom 13 (C): -0.231, atom 14 (C): -0.196, atom 15 (C): -0.196, atom 16 (C): -0.232, atom 17 (H): 0.208, atom 18 (H): 0.215, atom 19 (H): 0.208, atom 20 (H): 0.208, atom 21 (H): 0.210, atom 22 (H): 0.211, atom 23 (H): 0.210, atom 24 (H): 0.216, atom 25 (H): 0.206, atom 26 (H): 0.203



DFT (ωB97M-V/def2-TZVPD) results for 2 unconnected molecules or ions with the total composition C10H16 in a non-equilibrium geometry.

For the energy, the calculation gives -10627.69718 eV. Its energy above the lowest of the compared OMol25 structures with the same formula, charge and spin is 197.4 kJ/mol. Its highest occupied orbital energy is -9.100 eV.

```
! wB97M-V def2-TZVPD RIJCOSX def2/J DEFGRID3
* xyz 0 1
C -1.391 0.760 -1.613
C -2.795 0.202 -1.936
H -1.207 1.713 -2.126
H -1.450 0.967 -0.621
H -0.688 -0.017 -1.960
H -3.570 1.028 -1.838
H -2.849 -0.077 -2.899
H -2.950 -0.609 -1.272
C 1.404 -0.423 -0.914
C 2.644 -1.203 -0.878
C 0.886 -0.175 0.432
C 0.570 1.161 0.828
C 0.448 -1.107 1.381
C -0.112 1.422 2.055
C 0.002 -0.820 2.676
C -0.326 0.462 3.064
H 1.492 0.481 -1.569
H 0.669 -1.021 -1.470
H 2.556 -2.160 -0.484
H 0.856 2.056 0.195
H 0.523 -2.246 1.223
H -0.353 2.539 2.311
H -0.305 -1.607 3.439
H -0.814 0.778 3.972
H 3.429 -0.801 -0.248
H 3.334 -1.305 -1.747
*
```

Taken from the natural (NBO) analysis, the atomic charges in e are: atom 1 (C): -0.598, atom 2 (C): -0.586, atom 3 (H): 0.194, atom 4 (H): 0.209, atom 5 (H): 0.197, atom 6 (H): 0.192, atom 7 (H): 0.190, atom 8 (H): 0.199, atom 9 (C): -0.440, atom 10 (C): -0.612, atom 11 (C): -0.010, atom 12 (C): -0.211, atom 13 (C): -0.228, atom 14 (C): -0.210, atom 15 (C): -0.197, atom 16 (C): -0.236, atom 17 (H): 0.224, atom 18 (H): 0.215, atom 19 (H): 0.208, atom 20 (H): 0.218, atom 21 (H): 0.211, atom 22 (H): 0.209, atom 23 (H): 0.214, atom 24 (H): 0.222, atom 25 (H): 0.208, atom 26 (H): 0.217



DFT (ωB97M-V/def2-TZVPD) results for 2 unconnected molecules or ions with the total composition C10H16 in a non-equilibrium geometry.

For the energy, the calculation gives -10628.46036 eV. Its energy above the lowest of the compared OMol25 structures with the same formula, charge and spin is 123.8 kJ/mol. Its highest occupied orbital energy is -8.928 eV.

```
! wB97M-V def2-TZVPD RIJCOSX def2/J DEFGRID3
* xyz 0 1
C -0.265 -0.067 -0.188
C -1.114 -1.061 -1.022
C -0.790 1.266 0.282
C -1.175 1.490 1.595
C -0.540 2.380 -0.530
C -1.119 2.778 2.109
C -0.850 3.665 -0.100
C -1.013 3.909 1.293
H 0.097 -0.548 0.732
H 0.659 0.073 -0.748
H -2.174 -0.829 -0.897
H -1.541 0.687 2.229
H -0.072 2.211 -1.488
H -1.244 2.962 3.171
H -0.879 4.581 -0.677
H -1.132 4.892 1.697
H -1.011 -2.065 -0.623
H -0.836 -1.074 -2.075
C 1.720 -2.688 -1.216
C 2.076 -3.471 0.072
H 2.394 -2.928 -2.045
H 0.819 -3.195 -1.564
H 1.710 -1.620 -1.073
H 2.208 -4.511 -0.271
H 2.911 -3.177 0.695
H 1.160 -3.660 0.640
*
```

Taken from the natural (NBO) analysis, the atomic charges in e are: atom 1 (C): -0.427, atom 2 (C): -0.608, atom 3 (C): -0.008, atom 4 (C): -0.219, atom 5 (C): -0.219, atom 6 (C): -0.204, atom 7 (C): -0.201, atom 8 (C): -0.222, atom 9 (H): 0.210, atom 10 (H): 0.209, atom 11 (H): 0.210, atom 12 (H): 0.213, atom 13 (H): 0.210, atom 14 (H): 0.208, atom 15 (H): 0.212, atom 16 (H): 0.214, atom 17 (H): 0.210, atom 18 (H): 0.210, atom 19 (C): -0.609, atom 20 (C): -0.616, atom 21 (H): 0.201, atom 22 (H): 0.208, atom 23 (H): 0.203, atom 24 (H): 0.202, atom 25 (H): 0.210, atom 26 (H): 0.201



DFT (ωB97M-V/def2-TZVPD) results for 2 unconnected molecules or ions with the total composition C10H16 in a non-equilibrium geometry.

As for the expectation value of S²: 0.77. For the energy, the calculation gives -10620.62372 eV. Its energy above the lowest of the compared OMol25 structures with the same formula, charge and spin is 24.1 kJ/mol. Its highest occupied orbital energy (spin up / spin down) is -13.582 / -13.582 eV.

```
! wB97M-V def2-TZVPD RIJCOSX def2/J DEFGRID3
* xyz 1 2
C 0.569 -1.384 -2.709
C -0.373 -0.258 -3.166
C 1.461 -1.938 -3.825
H 1.131 -0.980 -1.864
H 0.088 -2.288 -2.318
H -1.057 -0.664 -3.910
H 0.942 -2.496 -4.599
H 0.217 0.555 -3.575
H -0.940 0.025 -2.277
H 1.952 -1.103 -4.346
H 2.306 -2.489 -3.415
C -1.555 2.680 1.834
C 0.623 -0.847 3.001
C -0.420 -0.896 2.010
C 1.040 0.403 3.480
C -1.135 0.211 1.669
C 0.297 1.499 3.130
C -0.848 1.462 2.272
H 1.091 -1.757 3.353
H -0.676 -1.829 1.530
H 1.907 0.473 4.120
H -1.921 0.089 0.936
H 0.509 2.470 3.566
H -2.637 2.585 1.775
H -1.231 2.964 0.826
H -1.342 3.514 2.502
*
```

Taken from the natural (NBO) analysis, the atomic charges in e are: atom 1 (C): -0.390, atom 2 (C): -0.601, atom 3 (C): -0.612, atom 4 (H): 0.177, atom 5 (H): 0.191, atom 6 (H): 0.213, atom 7 (H): 0.215, atom 8 (H): 0.211, atom 9 (H): 0.185, atom 10 (H): 0.200, atom 11 (H): 0.213, atom 12 (C): -0.693, atom 13 (C): 0.048, atom 14 (C): -0.147, atom 15 (C): -0.212, atom 16 (C): -0.202, atom 17 (C): -0.128, atom 18 (C): 0.251, atom 19 (H): 0.247, atom 20 (H): 0.254, atom 21 (H): 0.262, atom 22 (H): 0.252, atom 23 (H): 0.245, atom 24 (H): 0.276, atom 25 (H): 0.294, atom 26 (H): 0.250



DFT (ωB97M-V/def2-TZVPD) results for 2 unconnected molecules or ions with the total composition C10H16 in a non-equilibrium geometry.

As for the expectation value of S²: 0.77. For the energy, the calculation gives -10618.38601 eV. Its energy above the lowest of the compared OMol25 structures with the same formula, charge and spin is 240.0 kJ/mol. Its highest occupied orbital energy (spin up / spin down) is -14.235 / -14.203 eV.

```
! wB97M-V def2-TZVPD RIJCOSX def2/J DEFGRID3
* xyz 1 2
C 1.641 1.613 -1.746
C 1.736 0.077 -2.144
H 2.189 1.725 -0.906
H 2.148 2.256 -2.489
H 0.516 1.821 -1.553
H 1.137 -0.716 -1.733
H 2.836 -0.125 -1.825
H 1.622 0.140 -3.206
C 1.150 -0.205 1.623
C 0.781 -0.727 2.944
C 0.000 -0.187 0.727
C -0.797 0.969 0.629
C -0.283 -1.316 0.001
C -1.991 0.927 -0.147
C -1.382 -1.272 -0.882
C -2.276 -0.149 -0.946
H 1.583 0.768 1.882
H 2.054 -0.655 0.956
H -0.176 -0.053 3.399
H -0.575 1.887 1.145
H 0.378 -2.232 0.243
H -2.634 1.729 0.076
H -1.594 -2.100 -1.531
H -3.314 -0.258 -1.182
H 1.737 -0.743 3.534
H 0.636 -1.824 2.834
*
```

Taken from the natural (NBO) analysis, the atomic charges in e are: atom 1 (C): -0.592, atom 2 (C): -0.629, atom 3 (H): 0.192, atom 4 (H): 0.240, atom 5 (H): 0.181, atom 6 (H): 0.191, atom 7 (H): 0.213, atom 8 (H): 0.225, atom 9 (C): -0.489, atom 10 (C): -0.605, atom 11 (C): 0.137, atom 12 (C): 0.039, atom 13 (C): -0.263, atom 14 (C): -0.223, atom 15 (C): 0.038, atom 16 (C): -0.117, atom 17 (H): 0.244, atom 18 (H): 0.248, atom 19 (H): 0.231, atom 20 (H): 0.243, atom 21 (H): 0.274, atom 22 (H): 0.248, atom 23 (H): 0.242, atom 24 (H): 0.258, atom 25 (H): 0.255, atom 26 (H): 0.222